No. 1
Formula: C3H4N2O3
Source: the OMol25 dataset
Level of theory: ωB97M-V/def2-TZVPD

The lowest unoccupied orbital energy is -1.07 eV. The energy is -12292.214 eV. Its HOMO-LUMO gap is 8.14 eV. Its energy above the lowest of the compared OMol25 structures with the same formula, charge and spin is 156.4 kcal per mole. Its HOMO energy is -9.2136 eV. For the maximum force, the calculation gives 4.5 eV/Å.

```
12
C3H4N2O3 ωB97M-V/def2-TZVPD
C -1.267 0.289 1.816
N -1.283 0.154 0.541
N -2.334 -0.399 -0.089
O -2.848 -1.396 0.378
O -2.578 0.156 -1.132
H -0.462 0.827 2.273
H -2.024 -0.115 2.406
C 0.215 -1.601 -0.770
C 1.254 -1.536 -0.004
O 2.230 -1.508 0.644
H -0.059 -0.919 -1.683
H -0.770 -2.017 -0.289
```



No. 2
Formula: C10H29ClO3PS
Source: the OMol25 dataset
Level of theory: ωB97M-V/def2-TZVPD

As for the total charge: +1. The lowest unoccupied orbital energy is -4.91 eV. The energy is -49622.283 eV. Its HOMO-LUMO gap is 7.40 eV. Its HOMO energy is -12.3025 eV. For the maximum force, the calculation gives 2.9 eV/Å.

```
45
C10H29ClO3PS ωB97M-V/def2-TZVPD
C 2.998 0.056 -4.016
P 1.488 1.224 -3.960
S -0.113 0.212 -5.003
Cl 1.837 3.152 -4.808
H 3.037 -0.453 -5.095
H 2.771 -0.847 -3.270
H 4.032 0.572 -3.814
H 1.019 1.444 -2.614
H -0.699 -0.602 -4.012
C -3.893 -0.737 -4.072
C -3.540 -1.718 -2.965
C -4.622 -1.762 -1.898
O -2.304 -1.333 -2.369
H -3.992 0.281 -3.677
H -3.100 -0.706 -4.827
H -4.832 -1.014 -4.561
H -3.402 -2.718 -3.391
H -4.747 -0.781 -1.426
H -4.349 -2.463 -1.102
H -5.583 -2.071 -2.322
H -2.418 -0.446 -1.989
C -0.640 1.164 1.758
C -0.022 0.642 0.471
C 0.898 -0.539 0.736
O 0.720 1.687 -0.153
H 0.134 1.512 2.452
H -1.289 2.021 1.554
H -1.231 0.388 2.255
H -0.814 0.343 -0.223
H 1.726 -0.251 1.394
H 1.345 -0.896 -0.197
H 0.353 -1.366 1.203
H 1.426 1.959 0.456
C 3.336 0.672 5.711
C 2.072 0.840 4.883
C 1.290 -0.461 4.795
O 2.421 1.271 3.570
H 4.004 -0.071 5.261
H 3.895 1.613 5.755
H 3.100 0.357 6.732
H 1.442 1.619 5.326
H 1.885 -1.244 4.312
H 0.389 -0.328 4.186
H 0.992 -0.810 5.788
H 2.981 0.586 3.168
```



No. 3
Formula: C42H36Br2InN6O6PS6
Source: the OMol25 dataset
Level of theory: ωB97M-V/def2-TZVPD

The lowest unoccupied orbital energy is -0.24 eV. The energy is -284926.029 eV. Its HOMO-LUMO gap is 6.36 eV. Its energy above the lowest of the compared OMol25 structures with the same formula, charge and spin is 31.3 kcal per mole. Its HOMO energy is -6.6038 eV. For the maximum force, the calculation gives 1.4 eV/Å.

```
100
C42H36Br2InN6O6PS6 ωB97M-V/def2-TZVPD
In 0.493 1.178 -0.187
C -5.819 0.912 6.032
C -4.811 1.080 4.931
C -3.915 0.059 4.625
C -3.002 0.199 3.593
C -2.978 1.374 2.862
C -3.864 2.402 3.145
C -4.775 2.251 4.176
S -1.867 1.574 1.485
O -2.272 2.786 0.830
O -1.980 0.365 0.690
N -0.313 1.625 1.911
C 0.160 2.733 2.606
C -0.487 3.302 3.686
C 0.059 4.394 4.376
C 1.259 4.935 4.015
C 1.967 4.379 2.931
C 3.214 4.875 2.492
C 3.843 4.288 1.433
C 3.224 3.202 0.790
N 2.065 2.722 1.166
C 1.425 3.278 2.221
H -5.481 0.193 6.777
H -6.757 0.538 5.617
H -6.031 1.863 6.520
H -3.930 -0.852 5.212
H -2.309 -0.592 3.349
H -3.820 3.305 2.552
H -5.463 3.055 4.408
H -1.430 2.894 4.013
H -0.488 4.808 5.213
H 1.681 5.774 4.551
H 3.655 5.717 3.010
H 4.798 4.645 1.075
H 3.697 2.712 -0.053
O 1.511 4.516 -6.159
C 1.411 4.023 -5.067
S 2.452 2.723 -4.467
C 1.729 2.572 -2.871
C 0.696 3.386 -2.584
S -0.303 3.384 -1.158
S 0.216 4.507 -3.857
S 2.382 1.304 -1.888
Br 4.995 -3.039 3.720
C 4.011 -1.964 2.518
C 3.205 -0.954 2.999
C 2.466 -0.233 2.079
N 2.477 -0.466 0.767
C 3.301 -1.420 0.307
C 4.095 -2.185 1.158
C 3.413 -1.671 -1.152
C 4.674 -1.803 -1.726
C 4.749 -2.036 -3.086
Br 6.440 -2.255 -3.905
C 3.591 -2.134 -3.835
C 2.388 -1.990 -3.162
N 2.294 -1.775 -1.858
H 3.140 -0.732 4.054
H 1.816 0.562 2.412
H 4.736 -2.958 0.760
H 5.571 -1.713 -1.129
H 3.619 -2.328 -4.897
H 1.450 -2.050 -3.704
S -3.530 -2.225 -4.917
C -2.501 -1.387 -3.719
C -2.641 -0.024 -3.510
C -1.824 0.593 -2.573
N -0.912 -0.077 -1.878
C -0.793 -1.388 -2.061
C -1.562 -2.087 -2.974
C -2.210 -2.583 -6.085
C -1.444 -3.734 -5.984
C -0.412 -3.903 -6.898
N -0.132 -3.029 -7.856
C -0.892 -1.946 -7.958
C -1.947 -1.673 -7.098
H -3.364 0.547 -4.074
H -1.906 1.657 -2.371
H -0.043 -1.885 -1.464
H -1.421 -3.151 -3.107
H -1.649 -4.481 -5.231
H 0.221 -4.783 -6.863
H -0.644 -1.262 -8.762
H -2.550 -0.783 -7.210
C -2.807 -2.476 0.560
O -1.562 -2.646 1.234
P -0.256 -1.659 1.215
O -0.227 -1.133 2.747
C -0.193 -2.048 3.844
O 0.816 -2.884 1.491
C 0.973 -3.948 0.569
H -3.601 -2.429 1.306
H -2.964 -3.344 -0.083
H -2.829 -1.568 -0.035
H -0.373 -1.459 4.742
H 0.785 -2.525 3.911
H -0.954 -2.823 3.741
H 1.430 -3.605 -0.364
H 0.010 -4.417 0.354
H 1.635 -4.675 1.039
```